1:
{"formula": "C3H14O4", "method": "ωB97M-V/def2-TZVPD", "homo_ev": -10.49, "orbital_gap_ev": 10.85, "spin_multiplicity": 1, "smiles": "CC(C)O.O.O.O", "symbols": ["H", "H", "C", "H", "H", "C", "O", "H", "O", "O", "H", "H", "C", "H", "H", "H", "H", "H", "O", "H", "H"], "xyz": [[-0.2107, -0.0516, 5.2371], [-0.1046, -1.3297, 0.8019], [0.3225, -1.5625, -1.4087], [-1.6317, 2.8748, 3.7074], [0.7693, 0.0722, 0.2177], [0.7493, -1.0211, 0.0693], [-1.3099, 3.2608, 2.9502], [0.2088, -2.6849, -1.3263], [1.7741, 1.8641, -3.0716], [-0.3249, -0.6999, 4.5144], [2.0239, -1.7734, -2.5361], [-1.8043, -1.5547, -1.5203], [-0.9803, -0.8741, -1.8450], [-1.2467, 0.1309, -1.3708], [-1.1115, -0.9114, -2.9792], [1.6029, -1.5512, 0.4526], [-0.4153, -0.0698, 3.7168], [1.4060, 0.8988, -2.9446], [1.4652, -1.0608, -2.3211], [-2.1069, 3.6581, 2.5714], [0.9249, 2.3854, -2.9152]], "lowdin_charge": [0.034, 0.093, -0.352, -0.023, 0.072, -0.067, -0.025, 0.141, -0.144, -0.105, 0.047, 0.073, -0.101, 0.096, 0.096, 0.051, 0.067, 0.044, -0.097, 0.049, 0.051]}


2:
{"formula": "C3H14O4", "method": "ωB97M-V/def2-TZVPD", "homo_ev": -10.01, "orbital_gap_ev": 10.43, "spin_multiplicity": 1, "smiles": "CCCO.O.O.O", "symbols": ["H", "O", "H", "C", "H", "H", "H", "O", "H", "H", "C", "H", "H", "C", "H", "H", "O", "H", "O", "H", "H"], "xyz": [[-0.9354, 2.2495, 1.6615], [0.0030, -2.2914, -0.6704], [-1.1824, 0.3054, -0.8847], [-0.5763, 1.0251, -0.2151], [3.4047, -1.3701, -0.3363], [0.3890, -2.9257, -1.2499], [-3.2738, 1.4110, 2.0901], [2.6620, 0.1242, -1.9952], [0.8009, -0.4626, 0.1677], [0.1005, -2.6465, 0.2076], [-1.3129, 1.1728, 1.2963], [-0.5686, 2.0709, -0.5751], [-0.7016, 0.4311, 1.8557], [-2.7684, 1.0545, 1.1582], [-3.2178, 1.5967, 0.3625], [1.6854, 0.1051, -1.8837], [0.8255, 0.4991, 0.0460], [2.6540, 0.1780, -3.0081], [3.0013, -1.4990, 0.5296], [2.1431, -1.0769, 0.3304], [-3.1320, 0.0488, 1.1131]], "lowdin_charge": [0.141, -0.020, 0.122, -0.153, 0.021, 0.041, 0.086, -0.096, 0.010, 0.050, -0.237, 0.103, 0.099, -0.162, 0.063, 0.023, -0.156, 0.081, -0.061, -0.020, 0.065]}


Most stable: 1


1:
{"formula": "C7H10NO", "method": "ωB97M-V/def2-TZVPD", "homo_ev": -13.78, "orbital_gap_ev": 9.00, "total_charge": 1, "spin_multiplicity": 1, "smiles": "C=C/C=[N+]1/C(O)=C[C@@H]1C", "symbols": ["H", "H", "N", "H", "C", "C", "H", "C", "C", "H", "H", "C", "H", "H", "C", "H", "C", "O", "H"], "xyz": [[-3.3085, 2.5717, -0.2815], [-0.0549, 0.3834, -2.2252], [-0.6230, 0.7863, -0.0851], [-0.7113, -2.1364, -0.7622], [-0.5558, -0.0374, -1.3508], [-2.3391, 0.7909, -0.4131], [-2.4423, -0.2450, -2.3375], [0.0405, 0.8546, 1.0361], [2.1211, 0.8224, 2.2983], [3.1974, 0.6124, 2.2824], [1.7176, 0.9824, 3.3076], [-0.0763, -1.4959, -1.3290], [-0.0400, -1.8137, -2.3144], [-0.5817, 1.3130, 1.7650], [-1.9818, 0.1851, -1.5684], [0.9393, -1.4706, -1.0626], [1.4178, 0.5944, 1.1447], [-3.1825, 1.6210, 0.1020], [1.9182, 0.1710, 0.2424]], "lowdin_charge": [0.216, 0.164, 0.105, 0.094, -0.284, -0.138, 0.095, -0.036, 0.129, 0.086, 0.095, 0.002, 0.072, 0.146, 0.064, 0.060, -0.113, 0.115, 0.127]}


2:
{"formula": "C7H10NO", "method": "ωB97M-V/def2-TZVPD", "homo_ev": [-12.42, -12.42], "orbital_gap_ev": [7.13, 7.13], "total_charge": 1, "spin_multiplicity": 1, "symbols": ["H", "O", "C", "C", "C", "C", "N", "H", "C", "C", "H", "H", "H", "H", "H", "H", "H", "C", "H"], "xyz": [[2.2614, 0.4718, 1.3031], [-0.9749, -1.6406, 1.0050], [-2.4874, -0.0563, -0.9408], [1.2168, 0.7744, -0.7428], [0.4209, 0.1159, 0.3466], [-0.2686, 1.1258, 1.4038], [-2.0615, 0.7619, -0.0613], [-1.2885, -2.4711, 0.6435], [-0.2975, -1.0664, 0.0543], [-1.5277, 1.3809, 0.7902], [-2.9025, -0.9493, -0.5394], [2.1867, -0.9741, 0.3526], [0.3664, 1.9410, 1.4723], [-0.5387, 0.5234, 2.2690], [-0.5144, -1.3007, -0.9656], [-2.2135, -0.0257, -1.9426], [1.0703, 0.2192, -1.5961], [1.9699, 0.0564, 0.3592], [1.4583, 1.7633, -0.9518]], "lowdin_charge": [0.122, 0.166, 0.034, 0.000, -0.366, -0.026, 0.027, 0.155, -0.060, 0.014, 0.092, 0.102, 0.111, 0.143, 0.144, 0.084, 0.095, 0.045, 0.117]}


Most stable: 1


1:
{"formula": "C4H6N2S", "method": "ωB97M-V/def2-TZVPD", "homo_ev": [-8.32, -8.33], "orbital_gap_ev": [6.73, 6.73], "spin_multiplicity": 1, "symbols": ["C", "H", "N", "N", "S", "H", "C", "H", "C", "H", "H", "C", "H"], "xyz": [[-0.5453, 0.3769, -1.5872], [-1.5358, 1.3798, 0.0445], [2.5514, -0.1963, 0.0494], [0.6575, -0.1085, -1.5234], [3.6795, -1.0503, 0.7514], [1.0226, -1.6362, -0.0980], [0.2282, 0.2372, 0.7239], [-1.7435, -0.3671, -0.0340], [-1.0219, 0.4438, -0.1672], [0.6809, 1.2014, 0.9605], [0.0107, -0.2901, 1.6493], [1.1980, -0.5474, -0.1745], [1.2303, -0.2756, -2.3387]], "lowdin_charge": [-0.072, 0.097, -0.488, 0.006, 0.684, 0.135, -0.137, 0.106, -0.214, 0.111, 0.108, -0.457, 0.121]}


2:
{"formula": "C4H6N2S", "method": "ωB97M-V/def2-TZVPD", "homo_ev": -8.97, "orbital_gap_ev": 8.50, "spin_multiplicity": 1, "symbols": ["H", "H", "H", "H", "C", "H", "S", "C", "C", "C", "N", "H", "N"], "xyz": [[-0.6465, 0.0869, -1.4867], [0.5490, 0.1940, 1.4230], [-0.9703, -1.7166, 1.0539], [1.1385, 1.5714, -1.1621], [-3.3122, 0.1232, 0.0025], [-1.9671, -1.6711, -0.2396], [-2.2342, 1.3465, 0.0969], [1.3438, 1.2683, -0.1637], [-0.5259, -0.2031, -0.3865], [0.5708, 0.3679, 0.4419], [-3.9888, -0.8505, -0.0560], [2.1680, 1.8458, 0.4141], [-1.0028, -1.4235, 0.0788]], "lowdin_charge": [0.135, 0.062, 0.115, 0.054, -0.866, 0.070, 0.724, 0.029, -0.325, -0.203, 0.047, 0.105, 0.054]}


Most stable: 2